Entry 1:
The following is a quantum chemistry calculation of a molecular structure, C40H25I2N5O3S4Ti, from OMol25.

The geometry in XYZ format:
```
80
C40H25I2N5O3S4Ti, DFT ωB97M-V/def2-TZVPD
Ti -0.001 -0.527 0.043
C -0.381 -4.983 0.963
C -0.643 -3.601 1.040
N -0.412 -2.785 0.043
C 0.079 -3.291 -1.123
C 0.429 -4.638 -1.275
C 0.176 -5.490 -0.178
C 0.995 -5.058 -2.505
C 1.175 -4.151 -3.507
C 0.797 -2.795 -3.359
C 0.234 -2.357 -2.189
N -0.208 -1.072 -1.876
C -1.226 -0.461 -2.595
C -1.303 -0.283 -3.956
C -2.418 0.363 -4.532
C -3.456 0.822 -3.772
C -3.428 0.632 -2.369
C -4.471 1.018 -1.495
C -4.363 0.765 -0.157
C -3.196 0.142 0.328
N -2.214 -0.222 -0.456
C -2.315 0.002 -1.795
H -0.603 -5.613 1.812
H -1.032 -3.158 1.946
H 0.423 -6.542 -0.254
H 1.287 -6.093 -2.627
H 1.620 -4.464 -4.442
H 0.968 -2.106 -4.173
H -0.496 -0.613 -4.594
H -2.436 0.503 -5.605
H -4.300 1.327 -4.222
H -5.348 1.508 -1.901
H -5.145 1.038 0.537
H -3.063 -0.049 1.385
I -1.870 2.114 3.268
C -0.701 0.562 4.004
C -0.363 0.598 5.373
C 0.495 -0.317 5.907
I 0.956 -0.172 7.937
C 1.066 -1.325 5.083
C 1.990 -2.294 5.538
C 2.495 -3.214 4.666
C 2.066 -3.176 3.325
N 1.214 -2.299 2.868
C 0.711 -1.371 3.715
C -0.203 -0.405 3.157
O -0.497 -0.420 1.880
H -0.786 1.377 5.991
H 2.290 -2.290 6.577
H 3.208 -3.960 4.987
H 2.444 -3.900 2.609
O 3.138 -2.972 -0.389
S 3.177 -1.601 0.109
N 1.940 -0.807 0.218
O 0.141 1.206 -0.310
C 0.595 2.488 -0.675
C 1.805 2.357 -1.578
C 2.943 3.108 -1.543
C 3.869 2.755 -2.559
C 3.407 1.741 -3.340
S 1.861 1.204 -2.852
C -0.557 3.204 -1.354
C -1.801 3.386 -0.823
C -2.660 4.114 -1.682
C -2.044 4.473 -2.844
S -0.433 3.914 -2.908
C 0.984 3.204 0.601
C 0.756 4.501 0.955
C 1.312 4.827 2.221
C 1.946 3.766 2.790
S 1.887 2.374 1.802
H 3.110 3.882 -0.808
H 4.831 3.225 -2.694
H 3.906 1.263 -4.167
H -2.075 3.006 0.151
H -3.684 4.363 -1.448
H -2.459 5.028 -3.669
H 0.202 5.189 0.335
H 1.231 5.797 2.689
H 2.433 3.725 3.751
```

Results
- Kohn-Sham gap: 7.23 eV
- Energy relative to the best compared isomer or geometry (same formula, charge and spin): 0.000 eV
- Lowest unoccupied orbital energy: -0.0153 hartree

***

Entry 2:
The following is a quantum chemistry calculation of 5 unconnected molecules or ions with the total composition C4H16IN8O4 at a distorted geometry, from OMol25.

The geometry in XYZ format:
```
33
C4H16IN8O4, DFT ωB97M-V/def2-TZVPD
I -1.391 -2.210 0.133
C -6.577 -0.781 -1.474
O -7.668 -1.246 -1.664
N -5.847 -0.320 -2.480
N -6.064 -0.491 -0.288
H -4.922 0.079 -2.409
H -6.217 -0.385 -3.418
H -5.061 -0.397 -0.364
H -6.654 -0.649 0.516
C 3.092 -2.699 3.539
O 4.151 -2.703 4.180
N 2.018 -2.078 3.979
N 2.880 -3.227 2.436
H 2.035 -1.424 4.748
H 1.133 -2.045 3.493
H 3.618 -3.797 2.049
H 1.966 -3.236 2.005
C 4.042 -0.524 -2.951
O 4.399 -1.702 -2.932
N 2.846 -0.084 -2.569
N 4.757 0.458 -3.404
H 2.912 0.923 -2.513
H 2.023 -0.618 -2.331
H 5.531 0.010 -3.874
H 4.442 1.359 -3.733
C -0.634 3.562 1.038
O -1.732 3.810 0.564
N 0.168 4.511 1.468
N -0.125 2.406 1.089
H -0.238 5.391 1.753
H 1.018 4.068 1.787
H 0.869 2.280 0.960
H -0.772 1.756 0.666
```

Results
- Kohn-Sham gap: 6.58 eV
- Energy relative to the best compared isomer or geometry (same formula, charge and spin): 3.662 eV
- Lowest unoccupied orbital energy: 0.0793 hartree
- Charge: -1

***

Entry 3:
The following is a quantum chemistry calculation of 2 unconnected molecules or ions with the total composition C4H7NO, from OMol25.

The geometry in XYZ format:
```
13
C4H7NO, DFT ωB97M-V/def2-TZVPD
O 2.390 1.735 -0.623
C 0.540 -0.366 -0.161
C -0.222 -1.650 0.101
C -1.199 -0.601 -0.244
N -1.512 0.162 0.960
C -0.294 0.639 0.357
H 2.872 1.553 0.191
H 1.937 0.882 -0.799
H -0.349 -1.985 1.132
H -0.001 -2.444 -0.607
H -1.728 -0.451 -1.177
H -2.255 0.840 0.791
H -0.179 1.686 0.078
```

Results
- Kohn-Sham gap: 9.36 eV
- Energy relative to the best compared isomer or geometry (same formula, charge and spin): 5.207 eV
- Lowest unoccupied orbital energy: 0.0287 hartree

***

Entry 4:
The following is a quantum chemistry calculation of a molecular structure, C3H3O2Pm at a distorted geometry, from OMol25.

The geometry in XYZ format:
```
9
C3H3O2Pm, DFT ωB97M-V/def2-TZVPD
C -0.299 -0.703 1.458
C 0.832 -0.100 0.751
H 1.244 0.816 1.212
H -1.091 0.034 1.660
H 1.602 -0.872 0.557
O -1.541 -0.141 -1.624
C -1.087 -0.181 -0.457
O 0.269 0.279 -0.513
Pm 0.072 0.866 -3.044
```

Results
- Kohn-Sham gap (alpha / beta): 5.05 / 5.16 eV
- Energy relative to the best compared isomer or geometry (same formula, charge and spin): 0.895 eV
- Spin multiplicity: 6
- ⟨S²⟩: 8.755
- Lowest unoccupied orbital energy (alpha / beta): -0.2149 / -0.2110 hartree
- Charge: +1

***

Entry 5:
The following is a quantum chemistry calculation of 3 unconnected molecules or ions with the total composition C15H24BBrF3N4O5 at a distorted geometry, from OMol25.

The geometry in XYZ format:
```
53
C15H24BBrF3N4O5, DFT ωB97M-V/def2-TZVPD
C 3.295 2.675 4.316
O 3.476 2.655 2.870
B 4.105 1.541 2.364
O 5.345 1.749 1.772
N 3.580 0.083 2.299
C 4.609 -0.771 2.978
C 5.049 -0.262 4.419
O 6.126 0.184 4.573
Br 3.961 -0.377 6.033
C 2.161 -0.103 2.804
C 1.840 -1.261 3.621
C 0.450 -1.317 3.970
C -0.431 -0.289 3.515
N -0.203 0.795 2.729
C 1.117 0.792 2.423
C 3.453 -0.216 0.814
F 2.502 -1.146 0.573
F 3.108 0.913 0.140
F 4.577 -0.671 0.253
H 4.261 2.488 4.839
H 2.981 3.717 4.581
H 2.469 1.985 4.602
H 5.806 2.404 2.332
H 4.379 -1.867 2.973
H 5.587 -0.732 2.426
H 2.536 -2.045 3.965
H 0.071 -2.154 4.589
H -1.493 -0.381 3.856
H 1.412 1.639 1.753
C -3.693 1.015 -2.063
C -3.350 0.454 -0.708
O -4.205 0.097 0.085
N -2.030 0.350 -0.374
C -0.872 0.714 -1.163
H -4.773 1.036 -2.183
H -3.316 2.036 -2.154
H -3.271 0.387 -2.849
H -1.881 -0.033 0.546
H -0.251 -0.175 -1.302
H -0.297 1.464 -0.612
H -1.150 1.115 -2.134
C -4.558 -0.344 -7.071
C -4.945 -0.577 -5.633
O -5.208 0.343 -4.874
N -4.995 -1.862 -5.188
C -4.720 -3.081 -5.925
H -4.563 0.725 -7.274
H -3.554 -0.728 -7.259
H -5.275 -0.826 -7.737
H -5.261 -1.940 -4.218
H -5.613 -3.708 -5.905
H -3.905 -3.611 -5.429
H -4.445 -2.880 -6.956
```

Results
- Kohn-Sham gap: 6.70 eV
- Lowest unoccupied orbital energy: -0.1523 hartree
- Charge: +1

***

Entry 6:
The following is a quantum chemistry calculation of a molecular structure, C33H30Br4CaN10O5 at a distorted geometry, from OMol25.

The geometry in XYZ format:
```
83
C33H30Br4CaN10O5, DFT ωB97M-V/def2-TZVPD
Ca 0.178 -0.286 0.942
C 1.570 0.233 5.092
O 1.954 -1.112 5.425
C 2.255 -2.020 4.445
C 3.180 -2.981 4.784
C 3.572 -3.989 3.887
C 3.004 -4.000 2.632
C 2.055 -3.044 2.249
C 1.431 -3.236 0.919
N 0.533 -2.485 0.424
N -0.044 -2.887 -0.808
C -1.010 -2.060 -1.161
O -1.435 -0.997 -0.586
C -1.721 -2.441 -2.440
C -2.993 -1.937 -2.682
C -3.665 -2.243 -3.862
C -3.060 -3.045 -4.823
C -1.781 -3.542 -4.588
C -1.119 -3.245 -3.403
C 1.642 -2.006 3.149
O 0.744 -1.144 2.840
H 1.682 0.789 6.025
H 0.549 0.285 4.733
H 2.213 0.669 4.329
H 3.614 -2.921 5.777
H 4.309 -4.729 4.174
H 3.276 -4.767 1.911
H 1.739 -4.117 0.349
H -3.430 -1.291 -1.930
H -4.658 -1.843 -4.037
H -3.573 -3.274 -5.750
H -1.292 -4.156 -5.335
H -0.123 -3.619 -3.201
Br 6.797 2.192 -0.394
C 5.059 2.043 0.357
C 4.694 2.787 1.458
Br 5.920 3.986 2.279
C 3.390 2.649 1.991
Br 2.783 3.716 3.448
C 2.428 1.765 1.474
O 1.229 1.658 1.928
C 2.832 0.954 0.299
O 1.958 0.154 -0.218
C 4.117 1.151 -0.216
Br 4.510 0.152 -1.786
N -3.011 2.093 3.015
C -2.351 3.211 2.523
C -1.510 2.745 1.567
N -1.638 1.373 1.451
C -2.532 1.021 2.338
C -2.961 -0.372 2.586
N -2.243 -1.436 2.334
C -3.028 -2.500 2.724
C -4.224 -2.065 3.208
N -4.171 -0.689 3.121
H -3.600 2.065 3.827
H -2.516 4.196 2.922
H -0.781 3.278 0.979
H -2.675 -3.514 2.626
H -5.083 -2.583 3.599
H -4.924 -0.053 3.314
C 0.433 0.796 -2.704
N 0.248 1.101 -4.141
C 0.864 2.401 -4.402
N 0.284 3.481 -3.587
C 0.458 3.104 -2.167
N -0.182 1.832 -1.853
C -1.604 1.912 -2.169
N -1.841 2.248 -3.589
C -1.190 1.206 -4.402
C -1.158 3.516 -3.864
H 1.491 0.724 -2.462
H -0.032 -0.162 -2.484
H 0.735 2.654 -5.458
H 1.931 2.333 -4.182
H 0.015 3.889 -1.548
H 1.522 3.031 -1.934
H -2.060 2.689 -1.548
H -2.061 0.952 -1.928
H -1.345 1.441 -5.459
H -1.657 0.244 -4.182
H -1.611 4.298 -3.251
H -1.303 3.772 -4.918
```

Results
- Kohn-Sham gap: 4.69 eV
- Lowest unoccupied orbital energy: 0.1314 hartree
- Charge: -2

***

Repeat the fifth record exactly.
The following is a quantum chemistry calculation of 3 unconnected molecules or ions with the total composition C15H24BBrF3N4O5 at a distorted geometry, from OMol25.

The geometry in XYZ format:
```
53
C15H24BBrF3N4O5, DFT ωB97M-V/def2-TZVPD
C 3.295 2.675 4.316
O 3.476 2.655 2.870
B 4.105 1.541 2.364
O 5.345 1.749 1.772
N 3.580 0.083 2.299
C 4.609 -0.771 2.978
C 5.049 -0.262 4.419
O 6.126 0.184 4.573
Br 3.961 -0.377 6.033
C 2.161 -0.103 2.804
C 1.840 -1.261 3.621
C 0.450 -1.317 3.970
C -0.431 -0.289 3.515
N -0.203 0.795 2.729
C 1.117 0.792 2.423
C 3.453 -0.216 0.814
F 2.502 -1.146 0.573
F 3.108 0.913 0.140
F 4.577 -0.671 0.253
H 4.261 2.488 4.839
H 2.981 3.717 4.581
H 2.469 1.985 4.602
H 5.806 2.404 2.332
H 4.379 -1.867 2.973
H 5.587 -0.732 2.426
H 2.536 -2.045 3.965
H 0.071 -2.154 4.589
H -1.493 -0.381 3.856
H 1.412 1.639 1.753
C -3.693 1.015 -2.063
C -3.350 0.454 -0.708
O -4.205 0.097 0.085
N -2.030 0.350 -0.374
C -0.872 0.714 -1.163
H -4.773 1.036 -2.183
H -3.316 2.036 -2.154
H -3.271 0.387 -2.849
H -1.881 -0.033 0.546
H -0.251 -0.175 -1.302
H -0.297 1.464 -0.612
H -1.150 1.115 -2.134
C -4.558 -0.344 -7.071
C -4.945 -0.577 -5.633
O -5.208 0.343 -4.874
N -4.995 -1.862 -5.188
C -4.720 -3.081 -5.925
H -4.563 0.725 -7.274
H -3.554 -0.728 -7.259
H -5.275 -0.826 -7.737
H -5.261 -1.940 -4.218
H -5.613 -3.708 -5.905
H -3.905 -3.611 -5.429
H -4.445 -2.880 -6.956
```

Results
- Kohn-Sham gap: 6.70 eV
- Lowest unoccupied orbital energy: -0.1523 hartree
- Charge: +1